No. 1
The following is a quantum chemistry calculation of a structure of composition C13H4Cl5NO4V, from the Open Molecules 2025 dataset.

## Properties
Gap between HOMO and LUMO (alpha / beta)   7.04 / 7.53 eV
LUMO level (alpha / beta)   -0.04221 / -0.04914 Eh

The geometry in ORCA input format:
```
! wB97M-V def2-TZVPD RIJCOSX def2/J DEFGRID3
* xyz 0 4
V 0.5808 0.9163 -1.3808
Cl 0.7769 -0.7611 -4.9701
C -0.6307 -0.2018 -4.1639
C -0.5563 0.5700 -2.9888
C -1.6574 1.1079 -2.3936
Cl -1.4667 2.0951 -0.9075
C -2.9664 0.9622 -2.8973
Cl -4.2833 1.7343 -2.2706
C -3.0952 0.1042 -4.0727
Cl -4.6163 -0.0622 -4.8675
C -1.9521 -0.5489 -4.6007
Cl -2.0299 -1.5249 -6.0100
O 2.1805 1.7225 -0.2690
C 1.6259 1.7027 0.9055
C 1.3431 0.5167 1.6640
C 1.7417 0.5261 2.9990
C 1.4783 -0.5888 3.7263
C 0.9135 -1.7840 3.2267
C 0.4441 -1.8051 1.9126
C 0.7556 -0.7014 1.0015
O 0.5389 -0.8460 -0.2221
N 1.9868 -0.5939 5.0882
O 1.5262 -1.4789 5.8052
O 2.8147 0.2398 5.4100
H 1.5065 2.6373 1.4945
H 2.3206 1.3307 3.3618
H 0.8528 -2.6359 3.9310
H -0.1324 -2.6329 1.4879
*
```

=====

No. 2
The following is a quantum chemistry calculation of a cluster of 13 separate species, C13H52N26O13 in total, from the Open Molecules 2025 dataset.

## Properties
Gap between HOMO and LUMO   7.47 eV
Relative energy (zero: lowest compared OMol25 entry of this formula, charge and spin)   9.039 eV
LUMO level   -0.04525 Eh

The geometry in ORCA input format:
```
! wB97M-V def2-TZVPD RIJCOSX def2/J DEFGRID3
* xyz 0 1
C -2.0338 -10.0918 11.4300
O -2.4550 -10.3064 12.5418
N -2.7093 -9.6582 10.4461
N -0.7506 -10.1396 11.1915
H -3.5843 -9.2529 10.7462
H -2.2372 -9.5649 9.5581
H -0.3530 -9.9369 10.2855
H -0.1739 -10.4707 11.9517
C 3.6346 -7.8187 5.1294
O 2.5435 -8.0483 4.6973
N 4.0760 -6.6472 5.4042
N 4.6784 -8.5392 5.3450
H 3.4677 -5.9709 4.9653
H 4.9523 -6.3829 5.8314
H 5.6149 -8.3228 5.6552
H 4.7324 -9.5298 5.1554
C -3.8262 -9.9883 2.2543
O -4.7508 -10.6854 2.4536
N -3.6581 -9.1370 1.2033
N -2.8862 -9.6127 3.1108
H -4.3993 -9.2026 0.5203
H -2.7672 -8.6810 1.0681
H -2.2552 -8.9380 2.7023
H -2.6254 -10.0754 3.9698
C -0.1597 -9.1913 7.4742
O -1.0916 -9.8320 8.0552
N 0.1566 -9.4496 6.2624
N 0.7863 -8.5170 8.1702
H -0.6334 -9.7265 5.6973
H 1.0834 -9.3556 5.8721
H 1.5220 -8.0392 7.6697
H 0.8208 -8.2912 9.1541
C 5.3005 -6.5937 8.7399
O 5.9105 -7.0683 7.8305
N 5.8818 -6.4828 9.9393
N 4.1337 -6.0493 8.7489
H 6.8058 -6.8904 9.9513
H 5.4783 -5.8965 10.6559
H 3.5562 -6.0786 7.9208
H 3.7423 -5.7102 9.6160
C 2.9267 -11.4175 2.6721
O 4.0502 -11.8643 2.7541
N 2.0655 -11.2959 3.6577
N 2.4005 -11.0739 1.5259
H 2.3700 -11.7156 4.5244
H 1.2583 -10.7357 3.4236
H 2.9464 -11.3442 0.7203
H 1.5874 -10.4901 1.3907
C -4.0907 -8.6258 6.3675
O -3.4127 -7.6478 6.5600
N -5.2654 -8.5990 5.7738
N -3.8505 -9.8054 6.8192
H -5.7550 -9.4820 5.7475
H -5.7260 -7.7673 5.4329
H -3.0001 -9.9190 7.3521
H -4.4281 -10.6278 6.7192
C 3.4765 -11.5719 7.1414
O 3.4841 -11.5912 5.9648
N 3.3646 -10.4866 7.8866
N 3.4030 -12.6769 7.9436
H 3.3031 -10.4534 8.8942
H 3.6227 -9.6787 7.3382
H 3.4868 -12.7520 8.9473
H 3.0004 -13.5177 7.5549
C -2.9264 -6.1707 9.9712
O -4.1070 -6.1072 9.7351
N -2.1919 -5.2742 10.6037
N -2.1083 -6.9046 9.2588
H -1.2151 -5.3525 10.3589
H -2.6745 -4.5175 11.0669
H -2.4099 -7.1890 8.3378
H -1.1688 -7.0540 9.5981
C 1.8911 -6.5596 11.5536
O 0.9546 -7.0356 10.9933
N 2.4172 -6.9213 12.6460
N 2.4101 -5.5245 10.9596
H 3.0831 -6.2742 13.0435
H 1.9700 -7.5942 13.2519
H 2.9769 -4.8094 11.3925
H 1.7476 -5.3823 10.2106
C 0.2302 -8.0927 2.2266
O -0.6842 -8.1159 1.5020
N 0.2300 -8.2860 3.5568
N 1.4772 -7.9886 1.8094
H 1.1758 -8.2735 3.9110
H -0.5756 -8.2682 4.1657
H 2.2488 -8.2006 2.4257
H 1.6327 -7.6421 0.8735
C -1.0229 -12.5652 5.6676
O -1.5774 -11.6853 5.1153
N -0.8166 -13.8024 5.2048
N -0.5155 -12.4627 6.9172
H -1.1702 -14.0077 4.2813
H -0.0273 -14.3257 5.5558
H 0.0132 -13.0943 7.5017
H -0.7669 -11.6393 7.4453
C 3.6958 -9.7089 10.8915
O 4.3452 -10.7573 10.6054
N 2.3920 -9.5641 10.9289
N 4.2879 -8.5705 10.9860
H 1.7560 -10.3431 10.8348
H 2.0981 -8.5978 10.9358
H 5.2583 -8.5731 10.7057
H 3.7067 -7.7477 11.0588
*
```

=====

No. 3
The following is a quantum chemistry calculation of a cluster of 13 separate species, C13H52O13 in total, from the Open Molecules 2025 dataset.

## Properties
Gap between HOMO and LUMO   9.77 eV
Relative energy (zero: lowest compared OMol25 entry of this formula, charge and spin)   4.047 eV
LUMO level   0.01401 Eh

The geometry in ORCA input format:
```
! wB97M-V def2-TZVPD RIJCOSX def2/J DEFGRID3
* xyz 0 1
C 0.5385 0.6381 -4.8962
O -0.4635 0.6330 -3.8314
H 0.8595 -0.3391 -5.2569
H 0.2689 1.3517 -5.6748
H 1.4519 1.1393 -4.5756
H -1.2873 0.2340 -4.1211
C -2.7193 0.3329 -6.2024
O -2.1011 -0.8160 -5.5382
H -2.6579 1.2690 -5.6473
H -2.3906 0.4568 -7.2342
H -3.7968 0.1712 -6.2326
H -1.4426 -1.2567 -6.0802
C -0.8715 3.9565 4.9217
O 0.0565 3.1016 4.3643
H -1.7592 4.0862 4.3027
H -1.2501 3.5398 5.8551
H -0.4750 4.9543 5.1097
H 0.1107 3.3343 3.4345
C -0.8760 -3.7261 -2.8291
O -1.2367 -4.8563 -2.1164
H -1.4465 -3.9911 -3.7192
H -1.3604 -2.8169 -2.4730
H 0.1954 -3.5908 -2.9773
H -2.0282 -4.6118 -1.6314
C -1.4321 -0.0571 5.4799
O -2.7076 -0.6803 5.1226
H -0.8083 0.3322 4.6752
H -1.5523 0.7466 6.2063
H -0.8062 -0.8172 5.9474
H -3.4523 -0.0762 5.1686
C -0.9005 4.4558 -2.0002
O 0.2257 3.7580 -1.5290
H -1.4199 3.6074 -2.4458
H -1.4549 5.0308 -1.2585
H -0.6391 5.2777 -2.6667
H 0.1804 2.7991 -1.5334
C 2.8579 -1.5330 3.6771
O 2.6182 -2.6423 4.5694
H 2.7948 -0.5752 4.1935
H 3.7962 -1.6802 3.1423
H 1.9791 -1.5639 3.0330
H 2.4555 -3.4231 4.0350
C -1.0086 2.8104 1.6861
O -0.0364 3.8264 1.7367
H -0.5972 1.9345 2.1877
H -1.8885 3.2073 2.1924
H -1.2298 2.5135 0.6609
H 0.0369 4.2206 0.8645
C 0.5730 0.0625 -0.4083
O -0.2864 0.8617 -1.0831
H 1.4973 -0.1523 -0.9446
H 0.8950 0.5220 0.5262
H 0.1637 -0.9162 -0.1577
H -0.4800 0.5183 -1.9584
C 5.6394 2.3929 2.3156
O 5.4441 3.7270 1.8901
H 5.4720 2.3688 3.3924
H 4.9168 1.6801 1.9181
H 6.6448 2.0652 2.0511
H 5.1895 4.2888 2.6257
C -0.7902 -3.0030 1.0249
O -1.5109 -3.9972 1.5908
H -1.1187 -2.8561 -0.0040
H -0.8630 -1.9960 1.4358
H 0.2838 -3.1854 0.9871
H -1.9277 -3.7141 2.4080
C -4.4978 -4.3517 0.2640
O -3.3058 -4.2992 -0.5756
H -4.9952 -3.3996 0.4490
H -5.3104 -4.9778 -0.1045
H -4.2580 -4.8008 1.2278
H -2.5243 -4.3580 -0.0211
C 3.5379 -1.0272 -3.1898
O 4.1740 -2.1874 -2.9492
H 3.4973 -0.7576 -4.2451
H 2.5404 -0.9681 -2.7544
H 3.9783 -0.1969 -2.6378
H 5.0914 -2.0089 -3.1685
*
```

=====

No. 4
The following is a quantum chemistry calculation of a structure of composition C13H6BrCl3F2NO3Rh, from the Open Molecules 2025 dataset.

## Properties
Gap between HOMO and LUMO (alpha / beta)   7.89 / 6.41 eV
Relative energy (zero: lowest compared OMol25 entry of this formula, charge and spin)   0.000 eV
LUMO level (alpha / beta)   -0.01778 / -0.08908 Eh

The geometry in ORCA input format:
```
! wB97M-V def2-TZVPD RIJCOSX def2/J DEFGRID3
* xyz 0 5
Rh -0.9449 0.1182 0.2524
Br -3.5885 -1.3848 -1.5134
C -2.2134 -2.5627 -1.0027
C -2.3007 -3.9223 -1.2452
C -1.2355 -4.7168 -0.8523
C -0.1308 -4.1400 -0.2430
C -0.1350 -2.7757 -0.0415
N -1.1650 -2.0101 -0.4165
C 1.0207 -2.0446 0.6249
O 1.9895 -2.6702 0.9809
O 0.8385 -0.7614 0.7429
H -3.1760 -4.3329 -1.7252
H -1.2711 -5.7846 -1.0231
H 0.7275 -4.7094 0.0819
Cl 0.7839 6.7553 -2.1592
C 0.0723 5.2222 -1.7732
C 0.4944 4.5409 -0.6459
C -0.0873 3.3212 -0.3603
Cl 0.4091 2.4436 1.0588
C -1.0801 2.7464 -1.1606
O -1.6430 1.5878 -0.8616
C -1.4742 3.4761 -2.2901
Cl -2.6966 2.8088 -3.3101
C -0.9096 4.6988 -2.5991
H 1.2594 4.9499 -0.0021
H -1.2336 5.2365 -3.4783
F -1.5615 -0.0500 3.1159
C -2.3318 0.0486 1.9979
F -3.1066 -1.0724 1.9326
H -2.9854 0.9198 2.0921
*
```

=====

Number 1: total energy -111520.9517 eV. Number 2: total energy -79692.3615 eV. Number 3: total energy -40933.9743 eV. Number 4: total energy -137261.2158 eV.